# 1
Computed, not measured: C35H42AlF5N3SeSi as an isolated structure, with ωB97M-V/def2-TZVPD.

Element x y z (Å)
Se1 -1.91 -0.69 -1.80
Si1 0.78 2.00 1.26
Al1 -0.30 -0.04 0.00
F1 -0.87 -5.82 -1.17
F2 -1.49 -3.42 -0.22
F3 -1.21 -1.65 -4.61
F4 -0.47 -6.19 -3.83
F5 -0.66 -4.09 -5.52
N1 -1.78 -0.74 1.41
N2 1.24 -0.43 -1.47
N3 0.58 -1.63 0.74
C1 -1.69 3.15 2.10
C2 1.98 -3.59 2.01
C3 -3.64 0.70 0.67
C4 1.45 0.17 -2.65
C5 -1.15 -2.65 -3.73
C6 -0.02 4.84 1.42
C7 3.21 -1.75 -1.78
C8 2.49 -3.01 0.86
C9 -1.13 3.46 -0.31
C10 -0.96 -4.79 -2.01
C11 -3.04 -0.31 1.59
C12 -0.86 -3.91 -4.22
C13 3.19 3.63 1.34
C14 -1.37 -2.43 -2.37
C15 2.20 3.29 -0.90
C16 -0.76 -4.98 -3.36
C17 -3.83 -0.86 2.61
C18 3.45 1.47 0.17
C19 2.46 2.61 0.46
C20 -1.31 -1.74 2.18
C21 -2.04 -2.32 3.19
C22 1.12 1.57 3.13
C23 -1.26 -3.53 -1.54
C24 1.74 -2.03 0.23
C25 0.01 0.74 3.77
C26 0.47 1.18 -3.18
C27 -0.54 3.42 1.11
C28 3.45 -1.12 -2.99
C29 0.74 -3.20 2.49
C30 2.40 0.72 3.26
C31 0.05 -2.21 1.83
C32 -3.33 -1.85 3.42
C33 1.29 2.84 3.99
C34 2.11 -1.38 -1.06
C35 2.56 -0.16 -3.42
H1 4.01 4.07 0.76
H2 -1.40 3.35 3.13
H3 -1.63 -3.12 3.79
H4 -3.94 -2.28 4.20
H5 3.16 3.51 -1.38
H6 3.09 0.80 -0.61
H7 2.06 3.51 3.63
H8 0.41 4.92 2.42
H9 0.22 0.64 4.85
H10 3.44 -3.32 0.46
H11 0.37 3.40 4.09
H12 -0.01 -0.26 3.36
H13 3.65 3.16 2.22
H14 -2.04 4.07 -0.32
H15 -0.08 1.69 -2.40
H16 3.88 -2.52 -1.42
H17 -4.27 1.40 1.23
H18 0.72 5.18 0.71
H19 -2.04 2.12 2.06
H20 -2.54 3.80 1.87
H21 2.54 -4.36 2.52
H22 2.49 0.38 4.30
H23 1.67 4.24 -0.80
H24 3.31 1.28 3.04
H25 -0.44 3.88 -1.04
H26 0.99 1.91 -3.79
H27 -0.86 5.55 1.37
H28 3.69 0.86 1.05
H29 -1.42 2.47 -0.69
H30 2.38 -0.17 2.62
H31 -4.84 -0.49 2.74
H32 4.39 1.90 -0.19
H33 2.70 0.33 -4.38
H34 2.56 4.45 1.68
H35 -2.90 1.28 0.12
H36 -0.27 0.67 -3.80
H37 0.33 -3.68 3.37
H38 1.58 2.53 5.01
H39 1.63 2.66 -1.57
H40 4.31 -1.38 -3.59
H41 -4.26 0.19 -0.07
H42 -0.99 1.18 3.68

Computed properties:
calculated total energy = -4955.7979 Ha
energy relative to the best compared isomer or geometry (same formula, charge and spin) = 0.000 eV
net charge = +1

---

# 2
Computed, not measured: C35H42B5F11O39 as an isolated structure at a distorted geometry, with ωB97M-V/def2-TZVPD.

Element x y z (Å)
F1 0.75 -6.13 5.79
F2 5.41 7.31 -2.93
F3 1.75 -11.15 -1.04
F4 9.37 2.75 -2.13
F5 -7.67 1.67 -2.58
F6 -6.66 6.03 4.59
F7 3.37 -2.64 4.27
F8 -2.08 -8.58 0.87
F9 6.05 -2.49 0.20
F10 3.03 5.30 -0.41
F11 -7.26 5.16 1.23
O1 0.16 -10.56 -2.52
O2 8.84 7.47 -2.63
O3 -7.11 9.29 3.58
O4 -3.45 -6.88 1.45
O5 10.32 2.56 1.18
O6 5.42 0.90 0.21
O7 -9.38 1.31 1.87
O8 -4.29 -4.78 1.56
O9 2.70 -0.51 -3.52
O10 -2.32 -0.70 -3.44
O11 6.63 -3.74 4.14
O12 -3.02 -5.43 -0.19
O13 -9.68 2.53 -2.03
O14 9.16 6.15 -0.84
O15 -11.83 3.18 -2.25
O16 -1.63 -9.47 -3.37
O17 -0.19 4.70 -1.47
O18 8.63 1.96 -0.15
O19 -0.53 -8.51 3.65
O20 -7.59 1.78 0.59
O21 1.05 -6.94 3.70
O22 -8.34 10.08 5.29
O23 -0.39 -8.55 -1.75
O24 -7.81 7.89 5.17
O25 5.25 -2.37 3.05
O26 7.45 -2.42 2.51
O27 -1.34 5.93 0.03
O28 0.95 -8.38 1.96
O29 8.72 1.21 1.98
O30 -4.34 1.57 -1.14
O31 0.89 5.67 0.21
O32 4.09 1.05 -1.60
O33 -2.38 -1.24 -1.14
O34 -8.43 3.36 1.93
O35 -10.96 1.57 -3.58
O36 7.07 6.67 -1.54
O37 5.09 -0.89 -1.06
O38 -1.11 -2.56 -2.67
O39 1.30 -1.14 -1.69
C1 -7.17 3.83 1.51
C2 6.19 -1.21 -0.21
C3 5.36 -3.84 4.79
C4 8.43 6.71 -1.60
C5 1.80 4.74 -0.34
C6 9.18 1.85 1.09
C7 -2.44 2.53 -2.46
C8 -2.23 -6.60 -0.46
C9 -6.49 8.03 3.31
C10 6.04 -0.20 0.91
C11 1.27 -10.12 -1.76
C12 -7.36 7.08 4.10
C13 0.20 -0.74 -4.00
C14 -7.81 9.18 4.74
C15 -0.72 -9.52 -2.62
C16 -0.32 5.48 -0.37
C17 -0.64 -7.87 4.93
C18 0.54 -7.99 3.01
C19 4.42 -3.30 3.73
C20 -10.92 2.50 -2.59
C21 -8.56 2.07 1.50
C22 10.64 3.05 -0.13
C23 -8.98 1.37 -2.45
C24 0.67 -9.03 -0.90
C25 -3.65 -5.61 1.00
C26 6.54 -2.80 3.17
C27 6.58 7.70 -2.37
C28 7.69 7.85 -3.40
C29 4.81 0.42 -0.87
C30 9.29 3.03 -0.81
C31 -9.64 1.07 -3.78
C32 0.10 -6.57 4.69
C33 1.20 4.48 -1.71
C34 -2.94 -7.65 0.38
C35 -6.89 3.00 0.28
B1 -3.20 1.29 -1.87
B2 -1.98 -2.49 -1.60
B3 1.46 -0.81 -3.03
B4 -2.65 -0.30 -2.14
B5 -1.09 -1.36 -3.39
H1 -5.84 2.80 0.11
H2 3.18 0.00 -2.85
H3 6.39 8.59 -1.77
H4 1.35 -8.23 -0.65
H5 -2.38 -3.48 -1.10
H6 6.98 0.10 1.36
H7 -9.16 1.63 -4.59
H8 -7.32 3.45 -0.61
H9 -5.47 8.03 3.70
H10 -1.58 2.19 -3.06
H11 2.05 -9.78 -2.45
H12 -3.76 -8.16 -0.13
H13 0.49 -1.25 -4.93
H14 5.16 -4.87 5.07
H15 0.24 -9.44 0.01
H16 1.38 3.48 -2.09
H17 4.06 -4.04 3.02
H18 1.56 5.22 -2.43
H19 -3.10 3.08 -3.14
H20 -0.52 -5.76 4.30
H21 -1.68 -7.74 5.20
H22 7.55 7.15 -4.22
H23 5.37 -0.55 1.68
H24 11.08 4.04 -0.08
H25 0.03 0.31 -4.23
H26 11.33 2.36 -0.62
H27 2.03 -1.66 -1.37
H28 7.12 -1.12 -0.78
H29 -2.23 -6.82 -1.52
H30 8.71 3.95 -0.67
H31 -2.12 3.22 -1.69
H32 -8.22 6.70 3.55
H33 -9.09 0.59 -1.70
H34 -0.13 -8.47 5.68
H35 -1.21 -6.44 -0.12
H36 -9.67 0.01 -4.03
H37 -6.45 3.70 2.33
H38 1.85 3.86 0.30
H39 -4.76 0.77 -0.83
H40 7.80 8.86 -3.78
H41 -6.47 7.83 2.25
H42 5.35 -3.21 5.68

Computed properties:
calculated total energy = -5516.6513 Ha
net charge = 0